Entry A
This record from the OMol25 dataset describes 2 unconnected molecules or ions with the total composition C4H14N2O. The level of theory is ωB97M-V/def2-TZVPD.

The geometry in XYZ format:
```
21
C4H14N2O (ωB97M-V/def2-TZVPD)
N -1.52681 -0.25538 -2.51187
C -0.76344 -0.56369 -1.29965
C -1.39999 -0.22730 0.05616
C -0.32455 0.14507 1.11617
C -0.81217 1.35261 1.96092
N -0.90780 2.53708 1.12519
H -1.70272 0.75505 -2.44158
H -2.50413 -0.49285 -2.29950
H -0.53361 -1.62000 -1.20288
H 0.22022 -0.16519 -1.45179
H -2.02312 0.66260 -0.07610
H -1.99801 -1.08623 0.35657
H 0.64279 0.35014 0.66378
H -0.33325 -0.67886 1.83743
H -1.78531 1.09038 2.36567
H -0.08693 1.46530 2.77171
H -1.51570 3.24042 1.50701
H -0.00038 2.85004 0.82822
O 5.52623 -3.20831 -0.84721
H 5.54869 -3.51219 -1.75559
H 6.27998 -2.63869 -0.70266
```

Output
Charge = 0
Lowest unoccupied orbital energy = 1.05 eV
HOMO-LUMO gap = 10.101 eV
Multiplicity = 1

***

Entry B
This record from the OMol25 dataset describes 2 unconnected molecules or ions with the total composition C4H14N2O. The level of theory is ωB97M-V/def2-TZVPD.

The geometry in XYZ format:
```
21
C4H14N2O (ωB97M-V/def2-TZVPD)
C -2.41249 -1.02557 1.44141
C -1.61394 -1.33525 0.11303
N -0.64752 -0.23341 -0.21917
C 0.75178 -0.45548 -0.04988
C 1.78353 0.56524 0.39032
N 1.31037 1.92846 0.05189
H -1.71349 -0.64765 2.19660
H -3.05984 -0.18027 1.17826
H -2.82422 -2.01310 1.67148
H -1.06275 -2.24773 0.28526
H -2.24612 -1.31082 -0.75089
H -0.75028 0.13024 -1.16904
H 0.90202 -1.32889 0.61381
H 1.17282 -0.90082 -0.97387
H 2.71486 0.39095 -0.14173
H 1.84619 0.42780 1.48513
H 0.34961 1.99824 0.37760
H 1.90990 2.57486 0.54924
O 0.79154 1.23974 -2.58675
H 1.66710 0.86589 -2.77341
H 1.13093 1.55755 -1.68930
```

Output
Charge = 0
Lowest unoccupied orbital energy = 0.94 eV
HOMO-LUMO gap = 9.421 eV
Multiplicity = 1

***

Entry C
This record from the OMol25 dataset describes 2 unconnected molecules or ions with the total composition C4H14N2O. The level of theory is ωB97M-V/def2-TZVPD.

The geometry in XYZ format:
```
21
C4H14N2O (ωB97M-V/def2-TZVPD)
C -0.63187 0.29732 1.91240
C 0.30397 0.86382 0.87375
C 1.63670 1.20635 1.62209
N 0.79552 0.08031 -0.24718
C -0.16092 0.21402 -1.42713
N 0.37159 -0.44013 -2.66852
H -1.04068 -0.68314 1.65367
H -1.68037 0.77498 2.03713
H -0.20887 0.00282 2.96244
H -0.10047 1.73989 0.41695
H 1.91478 0.42947 2.23879
H 1.40659 2.12517 2.18079
H 2.39038 1.46739 0.84433
H 0.98636 -0.86590 0.03008
H -0.07056 1.37389 -1.71371
H -1.20412 -0.11327 -1.28151
H 1.08742 0.16654 -2.99170
H 0.86224 -1.28302 -2.56872
O -1.87208 -1.80836 -0.05579
H -1.72901 -2.26398 -0.87264
H -2.69406 -1.37425 0.03365
```

Output
Charge = 0
Lowest unoccupied orbital energy = 0.74 eV
HOMO-LUMO gap = 9.400 eV
Multiplicity = 1

***

Question: which arrangement is favored energetically? Ranking from most to least stable: entry A, entry B, entry C.

***

Entry A
This record from the OMol25 dataset describes 2 unconnected molecules or ions with the total composition C4H14N2O. The level of theory is ωB97M-V/def2-TZVPD.

The geometry in XYZ format:
```
21
C4H14N2O (ωB97M-V/def2-TZVPD)
N 0.82696 1.85587 -0.30046
C -0.27290 1.45473 0.58570
C -0.70834 -0.01874 0.47913
C 0.29627 -0.98994 1.08722
C 0.23615 -2.43948 0.60325
N 1.33781 -2.75441 -0.30364
H 1.70157 1.69983 0.17516
H 0.85051 1.31558 -1.14995
H -0.10472 1.78948 1.60796
H -1.18293 1.97429 0.29154
H -1.70101 -0.18720 0.89518
H -0.81693 -0.21278 -0.59627
H 1.31987 -0.66640 0.82551
H 0.35604 -0.95175 2.17537
H -0.71893 -2.53663 0.07115
H 0.26287 -3.15164 1.42355
H 1.37854 -2.12835 -1.09296
H 1.34403 -3.67355 -0.71630
O -1.66938 2.90578 -2.21622
H -0.98896 2.86275 -1.53488
H -1.74652 3.85254 -2.31005
```

Output
Charge = 0
Lowest unoccupied orbital energy = 1.03 eV
HOMO-LUMO gap = 10.198 eV
Multiplicity = 1

***

Entry B
This record from the OMol25 dataset describes 2 unconnected molecules or ions with the total composition C4H14N2O. The level of theory is ωB97M-V/def2-TZVPD.

The geometry in XYZ format:
```
21
C4H14N2O (ωB97M-V/def2-TZVPD)
C 2.49142 0.79892 -0.33056
N 1.09950 1.28565 -0.46468
C 0.15014 0.17146 -0.40252
C -0.43354 -0.08497 0.96391
N -1.73818 0.54694 1.13632
C -2.43983 -0.00103 2.28426
H 2.52288 0.19203 0.54766
H 3.14814 1.66404 -0.27431
H 2.77991 0.23448 -1.22016
H 1.03481 1.67994 -1.39378
H -0.59297 0.30742 -1.15760
H 0.61515 -0.72888 -0.82154
H -0.58777 -1.16929 1.00234
H 0.25414 0.23810 1.75404
H -1.57808 1.54178 1.22703
H -3.39024 0.52765 2.43891
H -2.70740 -1.01272 2.02055
H -1.89893 0.13264 3.22699
O 0.66881 -2.23818 -2.75146
H -0.12220 -1.74837 -2.98852
H 0.66453 -3.03580 -3.29806
```

Output
Charge = 0
Lowest unoccupied orbital energy = 0.74 eV
HOMO-LUMO gap = 9.281 eV
Multiplicity = 1

***

Question: which arrangement is favored energetically? Ranking from most to least stable: entry A, entry B.